[1]
This record from the OMol25 dataset describes a 13-piece molecular cluster, C52H91N13 overall at a distorted geometry. The level of theory is ωB97M-V/def2-TZVPD.

Last column: Löwdin charge in e.
Atoms and positions in Å:
C -3.25 -2.94 3.41  -0.098
C -2.10 -2.48 4.29  -0.245
C -0.91 -3.44 4.26  -0.161
C -0.36 -3.67 2.91  -0.182
N 0.08 -3.84 1.87  0.195
H -3.48 -4.00 3.59  0.085
H -2.94 -2.83 2.37  0.047
H -4.14 -2.34 3.59  0.050
H -2.46 -2.36 5.32  0.112
H -1.81 -1.46 4.03  0.108
H -1.24 -4.39 4.68  0.122
H -0.04 -3.09 4.82  0.112
C 1.31 -6.44 -2.14  -0.100
C 0.80 -5.19 -1.44  -0.270
C 1.80 -4.05 -1.50  -0.188
C 3.14 -4.37 -1.01  -0.212
N 4.19 -4.64 -0.62  0.164
H 0.59 -7.25 -2.14  0.070
H 2.19 -6.89 -1.65  0.073
H 1.69 -6.23 -3.14  0.081
H 0.55 -5.35 -0.38  0.085
H -0.14 -4.95 -1.93  0.061
H 1.49 -3.16 -0.94  0.066
H 1.90 -3.68 -2.52  0.116
C -3.52 1.03 -3.98  -0.096
C -2.02 0.95 -4.24  -0.255
C -1.15 1.07 -3.00  -0.184
C -1.10 2.43 -2.49  -0.245
N -1.03 3.51 -2.10  0.166
H -3.82 0.23 -3.30  0.073
H -4.07 0.95 -4.91  0.077
H -3.87 1.98 -3.55  0.063
H -1.77 1.67 -5.03  0.112
H -1.79 -0.01 -4.71  0.098
H -0.10 0.81 -3.17  0.103
H -1.53 0.41 -2.22  0.090
C 7.12 -0.30 1.21  -0.101
C 6.46 -0.47 -0.16  -0.255
C 5.27 -1.44 -0.10  -0.211
C 4.33 -1.13 0.99  -0.201
N 3.54 -0.88 1.79  0.189
H 6.47 0.29 1.86  0.067
H 8.07 0.22 1.14  0.069
H 7.30 -1.29 1.64  0.080
H 7.15 -0.88 -0.90  0.092
H 6.06 0.47 -0.54  0.094
H 5.55 -2.49 0.01  0.097
H 4.72 -1.42 -1.04  0.075
C -2.58 -5.42 -0.91  -0.100
C -3.42 -4.16 -0.72  -0.238
C -2.62 -2.86 -0.60  -0.188
C -1.73 -2.62 -1.74  -0.214
N -1.02 -2.44 -2.63  0.213
H -3.26 -6.26 -0.78  0.077
H -1.72 -5.48 -0.24  0.061
H -2.17 -5.51 -1.92  0.070
H -4.07 -4.20 0.16  0.104
H -4.15 -4.14 -1.54  0.112
H -1.98 -2.95 0.28  0.084
H -3.28 -1.99 -0.49  0.084
C -0.49 1.18 0.83  -0.093
C -0.78 -0.30 0.56  -0.253
C 0.48 -1.14 0.34  -0.196
C 1.35 -0.63 -0.72  -0.219
N 2.04 -0.26 -1.56  0.215
H -0.13 1.68 -0.07  0.048
H 0.23 1.30 1.63  0.050
H -1.40 1.69 1.16  0.060
H -1.43 -0.39 -0.32  0.063
H -1.41 -0.71 1.35  0.077
H 0.12 -2.11 -0.02  0.051
H 1.03 -1.35 1.25  0.090
C 4.27 1.18 -3.72  -0.112
C 4.89 0.74 -5.05  -0.234
C 4.92 -0.79 -5.18  -0.190
C 5.62 -1.47 -4.11  -0.202
N 6.14 -2.00 -3.23  0.177
H 4.65 0.59 -2.88  0.051
H 3.22 0.89 -3.74  0.046
H 4.40 2.23 -3.47  0.065
H 5.91 1.13 -5.12  0.110
H 4.30 1.17 -5.85  0.097
H 5.49 -1.03 -6.09  0.110
H 3.90 -1.15 -5.31  0.071
C 3.76 4.49 -0.92  -0.099
C 3.34 3.01 -0.83  -0.258
C 2.56 2.72 0.44  -0.197
C 3.34 2.90 1.66  -0.224
N 3.95 3.04 2.62  0.171
H 4.35 4.83 -0.06  0.071
H 2.86 5.11 -0.91  0.076
H 4.34 4.73 -1.81  0.066
H 4.24 2.40 -0.94  0.094
H 2.67 2.85 -1.67  0.096
H 2.20 1.69 0.47  0.074
H 1.69 3.38 0.52  0.108
C 1.25 -1.52 -5.06  -0.112
C 1.32 -0.45 -6.15  -0.253
C 1.45 -1.01 -7.55  -0.193
C 2.77 -1.55 -7.87  -0.229
N 3.80 -2.01 -8.06  0.160
H 1.38 -1.15 -4.05  0.037
H 2.05 -2.24 -5.23  0.070
H 0.27 -2.00 -5.11  0.060
H 2.17 0.23 -6.03  0.089
H 0.49 0.26 -6.08  0.100
H 1.23 -0.22 -8.29  0.121
H 0.73 -1.76 -7.90  0.126
C -7.71 -0.09 1.91  -0.102
C -6.88 -0.49 3.13  -0.258
C -5.52 0.19 3.23  -0.171
C -4.65 -0.14 2.10  -0.193
N -3.95 -0.34 1.21  0.205
H -7.22 -0.45 1.00  0.069
H -7.78 0.99 1.76  0.071
H -8.69 -0.56 1.95  0.072
H -6.76 -1.58 3.11  0.107
H -7.45 -0.33 4.05  0.111
H -5.05 -0.14 4.15  0.117
H -5.66 1.28 3.20  0.091
C -5.50 2.18 -0.89  -0.098
C -4.15 2.78 -0.54  -0.277
C -4.22 4.05 0.28  -0.178
C -4.60 3.89 1.69  -0.207
N -4.95 3.72 2.77  0.149
H -5.98 2.81 -1.64  0.080
H -6.10 2.04 0.01  0.058
H -5.42 1.17 -1.30  0.063
H -3.62 2.98 -1.47  0.071
H -3.47 2.07 -0.06  0.082
H -4.93 4.75 -0.18  0.125
H -3.27 4.60 0.25  0.117
C -1.13 5.53 6.47  -0.107
C -1.24 6.34 5.18  -0.254
C -1.81 5.52 4.03  -0.194
C -0.84 4.64 3.34  -0.191
N -0.07 4.00 2.79  0.177
H -0.90 6.17 7.33  0.072
H -0.35 4.77 6.41  0.042
H -2.07 5.02 6.68  0.077
H -0.29 6.81 4.92  0.111
H -1.97 7.13 5.36  0.105
H -2.27 6.13 3.25  0.115
H -2.61 4.88 4.42  0.107
C 2.07 -0.50 5.18  -0.105
C 2.15 0.74 4.29  -0.279
C 1.99 2.08 5.00  -0.200
C 0.88 2.15 5.95  -0.242
N 0.00 2.20 6.69  0.139
H 2.80 -0.52 5.99  0.078
H 2.15 -1.39 4.56  0.057
H 1.08 -0.56 5.65  0.060
H 1.47 0.68 3.44  0.084
H 3.13 0.75 3.82  0.064
H 1.79 2.91 4.30  0.070
H 2.91 2.32 5.53  0.121

The total energy comes out at -2747.75545 Ha. As for the total charge: 0. As for the HOMO-LUMO gap: 11.125 eV. As for the relative energy (zero: lowest compared OMol25 entry of this formula, charge and spin): 7.53 kcal/mol. As for the spin multiplicity: 1.


[2]
This record from the OMol25 dataset describes C53H120F6N9O13S6 as an isolated structure at a distorted geometry. The level of theory is ωB97M-V/def2-TZVPD.

Last column: Löwdin charge in e.
Atoms and positions in Å:
C -1.03 0.56 -4.93  -0.103
C -2.11 -0.41 -4.56  -0.262
C -3.48 0.20 -4.20  -0.143
C -4.48 -0.98 -4.17  -0.131
N -5.95 -0.68 -3.82  -0.236
C -5.99 -0.03 -2.46  -0.114
C -5.66 -1.12 -1.51  -0.159
C -6.36 -2.31 -2.10  -0.131
C -6.74 -1.97 -3.53  -0.056
C -6.65 0.06 -4.89  0.013
H -1.32 1.12 -5.83  0.092
H -0.05 0.12 -5.11  0.073
H -0.91 1.30 -4.14  0.049
H -1.88 -1.18 -3.80  0.104
H -2.30 -0.98 -5.46  0.091
H -3.85 1.03 -4.86  0.134
H -3.42 0.62 -3.17  0.093
H -4.16 -1.71 -3.47  0.056
H -4.47 -1.49 -5.17  0.127
H -7.02 0.25 -2.28  0.138
H -5.38 0.90 -2.43  0.138
H -5.95 -0.88 -0.51  0.121
H -4.60 -1.19 -1.45  0.086
H -7.25 -2.59 -1.59  0.117
H -5.70 -3.17 -2.14  0.093
H -7.80 -1.68 -3.56  0.140
H -6.47 -2.74 -4.25  0.124
H -6.34 1.11 -4.89  0.107
H -7.73 0.10 -4.69  0.115
H -6.46 -0.34 -5.90  0.126
C -1.12 -7.69 7.08  -0.076
C -0.30 -6.89 5.99  -0.203
C -0.97 -5.53 5.67  -0.205
C -2.33 -5.47 5.05  -0.122
N -2.58 -4.20 4.23  -0.233
C -4.01 -4.07 3.72  -0.100
C -3.96 -4.10 2.21  -0.129
C -2.57 -3.53 1.89  -0.148
C -1.74 -4.22 2.94  -0.106
C -2.26 -3.00 5.10  0.016
H -2.16 -7.77 6.69  0.070
H -1.11 -7.20 8.04  0.065
H -0.67 -8.68 7.21  0.077
H -0.35 -7.41 5.03  0.107
H 0.72 -6.76 6.29  0.107
H -0.30 -5.12 4.87  0.090
H -0.92 -4.90 6.57  0.126
H -3.13 -5.58 5.75  0.127
H -2.49 -6.26 4.30  0.145
H -4.38 -3.15 4.19  0.125
H -4.59 -4.87 4.14  0.129
H -4.80 -3.56 1.72  0.129
H -3.96 -5.15 1.98  0.123
H -2.54 -2.43 1.96  0.103
H -2.31 -3.86 0.85  0.121
H -0.72 -3.87 3.08  0.104
H -1.64 -5.27 2.67  0.140
H -2.81 -3.16 6.05  0.126
H -2.59 -2.03 4.66  0.111
H -1.20 -2.97 5.30  0.095
C 4.85 0.30 -3.26  -0.081
C 3.85 -0.80 -2.86  -0.247
C 3.80 -1.98 -3.81  -0.162
C 2.61 -2.86 -3.46  -0.119
N 2.31 -4.03 -4.39  -0.251
C 2.19 -3.64 -5.87  -0.081
C 0.88 -4.31 -6.37  -0.130
C 0.02 -4.29 -5.16  -0.197
C 0.98 -4.72 -4.08  -0.080
C 3.42 -5.03 -4.24  0.048
H 5.89 -0.01 -3.22  0.088
H 4.74 1.13 -2.56  0.062
H 4.70 0.67 -4.26  0.066
H 2.81 -0.37 -2.77  0.094
H 4.09 -1.12 -1.85  0.115
H 4.72 -2.54 -3.93  0.125
H 3.54 -1.50 -4.75  0.107
H 1.65 -2.33 -3.38  0.127
H 2.78 -3.30 -2.49  0.122
H 3.12 -3.80 -6.41  0.140
H 2.07 -2.54 -5.89  0.122
H 1.13 -5.36 -6.57  0.128
H 0.48 -3.88 -7.32  0.147
H -0.78 -4.99 -5.27  0.091
H -0.36 -3.29 -4.98  0.112
H 1.19 -5.80 -4.11  0.151
H 0.70 -4.38 -3.06  0.120
H 3.15 -5.77 -5.00  0.122
H 3.38 -5.40 -3.24  0.113
H 4.33 -4.49 -4.45  0.097
C 4.49 6.18 8.43  -0.069
C 2.93 6.05 8.65  -0.194
C 2.47 4.79 7.83  -0.182
C 2.60 5.03 6.35  -0.099
N 1.74 4.09 5.47  -0.277
C 1.84 4.53 4.06  -0.094
C 0.50 4.10 3.39  -0.123
C -0.42 3.80 4.58  -0.158
C 0.32 4.26 5.76  -0.163
C 2.14 2.68 5.66  0.021
H 4.75 5.72 7.46  0.064
H 4.98 5.61 9.18  0.064
H 4.83 7.22 8.49  0.083
H 2.41 6.94 8.34  0.095
H 2.70 5.91 9.70  0.105
H 1.43 4.48 8.03  0.110
H 3.07 3.94 8.18  0.126
H 3.56 4.98 5.88  0.121
H 2.08 6.00 6.16  0.142
H 2.83 4.18 3.68  0.104
H 1.83 5.62 4.09  0.139
H 0.64 3.20 2.83  0.067
H 0.10 4.82 2.67  0.113
H -0.55 2.70 4.60  0.114
H -1.48 4.20 4.54  0.148
H 0.17 3.75 6.70  0.126
H 0.19 5.34 5.99  0.159
H 1.48 2.25 6.41  0.112
H 3.14 2.58 6.05  0.104
H 1.96 2.07 4.76  0.109
C -3.99 2.44 2.01  -0.077
C -2.75 1.47 2.13  -0.232
C -1.92 1.49 0.86  -0.204
C -0.79 0.53 0.83  -0.070
N 0.07 0.50 -0.47  -0.204
C -0.54 -0.21 -1.69  -0.108
C -0.63 -1.68 -1.32  -0.127
C 0.61 -1.88 -0.43  -0.098
C 1.22 -0.47 -0.24  -0.079
C 0.54 1.87 -0.93  0.021
H -4.63 2.35 2.86  0.065
H -4.49 2.24 1.05  0.074
H -3.62 3.49 2.06  0.081
H -3.18 0.47 2.31  0.104
H -2.19 1.75 3.03  0.095
H -1.62 2.52 0.71  0.096
H -2.61 1.19 0.05  0.120
H -1.15 -0.49 0.95  0.125
H 0.00 0.67 1.57  0.133
H 0.15 0.00 -2.49  0.110
H -1.49 0.28 -1.88  0.115
H -0.65 -2.27 -2.25  0.089
H -1.57 -1.93 -0.86  0.085
H 1.36 -2.45 -0.96  0.090
H 0.45 -2.33 0.53  0.096
H 2.09 -0.29 -0.88  0.106
H 1.52 -0.29 0.79  0.127
H 0.94 2.55 -0.20  0.081
H -0.34 2.34 -1.36  0.088
H 1.32 1.73 -1.70  0.098
C 2.70 3.19 -3.84  -0.047
C 1.78 4.45 -3.70  -0.131
N 2.42 5.63 -3.05  -0.299
C 3.13 5.13 -1.88  -0.007
C 3.35 6.29 -3.96  -0.175
C 4.38 7.25 -3.32  -0.030
C 1.35 6.65 -2.70  -0.057
C 0.35 6.36 -1.59  -0.227
O -0.42 5.25 -1.81  -0.199
C -1.50 5.09 -0.93  -0.088
H 3.17 2.78 -2.94  0.057
H 3.46 3.31 -4.63  0.090
H 1.97 2.46 -4.21  0.077
H 1.02 4.12 -3.02  0.096
H 1.37 4.79 -4.64  0.146
H 2.51 4.45 -1.28  0.090
H 3.57 5.90 -1.30  0.114
H 3.96 4.56 -2.33  0.118
H 2.73 6.85 -4.65  0.136
H 3.93 5.56 -4.56  0.145
H 3.95 8.13 -2.83  0.094
H 4.90 7.53 -4.24  0.101
H 5.10 6.71 -2.74  0.075
H 0.79 6.91 -3.59  0.152
H 1.92 7.50 -2.32  0.140
H -0.16 7.33 -1.40  0.155
H 0.81 6.17 -0.60  0.137
H -2.04 4.18 -1.20  0.083
H -2.21 5.93 -1.00  0.114
H -1.15 4.96 0.08  0.075
N -3.80 -3.54 -3.80  -0.315
S -3.61 -4.19 -5.23  0.556
O -3.01 -5.49 -5.39  -0.244
O -3.15 -3.03 -6.04  -0.328
F -5.12 -4.28 -5.63  -0.152
S -2.95 -4.25 -2.61  0.499
O -3.28 -3.39 -1.52  -0.305
O -1.52 -4.44 -2.87  -0.279
F -3.66 -5.52 -2.34  -0.065
N 2.93 -6.16 1.90  -0.262
S 3.96 -5.79 0.72  0.462
O 3.79 -4.49 0.08  -0.349
O 4.11 -6.91 -0.17  -0.284
F 5.22 -5.69 1.56  -0.110
S 1.91 -4.90 1.93  0.523
O 1.22 -4.88 3.20  -0.330
O 1.23 -4.59 0.72  -0.302
F 2.87 -3.61 2.18  -0.219
N 5.07 3.07 1.56  -0.255
S 3.76 2.35 1.33  0.519
O 3.33 2.86 0.08  -0.338
O 2.84 2.04 2.40  -0.303
F 4.18 0.78 0.68  -0.270
S 5.47 3.35 3.18  0.564
O 4.46 3.16 4.17  -0.309
O 6.27 4.50 3.30  -0.235
F 6.54 2.22 3.44  -0.139

The total energy comes out at -6549.64285 Ha. As for the total charge: +3. As for the HOMO-LUMO gap: 8.268 eV. As for the relative energy (zero: lowest compared OMol25 entry of this formula, charge and spin): 0.00 kcal/mol. As for the spin multiplicity: 1.